# 1
{
  "formula": "C24H30Br60N4O3P",
  "method": "ωB97M-V/def2-TZVPD",
  "homo_energy_ev": -11.4,
  "gap_ha": 0.2874,
  "total_charge": 1,
  "symbols": ["H", "Br", "H", "Br", "C", "Br", "O", "Br", "H", "Br", "H", "H", "H", "C", "Br", "H", "Br", "H", "H", "Br", "Br", "Br", "C", "H", "Br", "Br", "C", "C", "Br", "Br", "Br", "C", "Br", "H", "Br", "Br", "N", "C", "H", "Br", "H", "Br", "Br", "H", "Br", "Br", "Br", "C", "Br", "C", "H", "H", "Br", "H", "H", "Br", "Br", "Br", "Br", "C", "C", "H", "Br", "H", "C", "Br", "C", "Br", "C", "Br", "Br", "C", "N", "H", "C", "Br", "N", "H", "Br", "Br", "Br", "Br", "H", "Br", "C", "Br", "Br", "H", "Br", "H", "N", "C", "Br", "P", "Br", "Br", "C", "Br", "C", "Br", "Br", "Br", "C", "Br", "Br", "Br", "C", "Br", "H", "H", "C", "Br", "H", "Br", "C", "Br", "O", "H", "Br", "Br", "H", "O"],
  "coordinates": [[-1.47522, -2.37445, 1.77783], [1.47231, 0.06310, -8.96004], [1.75309, -0.89848, 2.07044], [-1.42506, 5.57861, -2.47215], [-4.46363, -8.90535, -1.88634], [-6.83796, -5.61055, -0.45697], [3.55282, -0.41360, 3.88075], [-0.10497, 4.92507, 6.47043], [2.69439, 0.52405, 0.00419], [12.22213, 2.85467, 2.29599], [-1.03864, -1.12838, -0.39635], [-2.87522, -3.97072, -4.22727], [3.52962, -0.66797, -7.77432], [-4.05829, 2.05755, 9.00737], [-3.13521, -4.77980, -1.89127], [10.32026, 1.27764, 2.03565], [-5.63422, -9.72410, -0.57757], [-5.73740, 5.56286, 12.53520], [-0.28028, 1.00112, -5.75856], [3.15499, -2.98758, 7.12600], [0.82581, 1.33975, 3.07235], [4.04719, 1.74657, -8.04644], [9.17751, -0.00030, -3.50965], [-5.00197, -1.49519, 0.36741], [-8.57145, 1.46937, 11.30039], [10.58031, -0.94302, -4.45688], [0.32786, -2.17115, 0.67239], [-4.29866, -0.89878, 0.94638], [-5.22141, 2.61000, -5.05665], [-2.32956, 1.73714, -6.95502], [-0.51260, -3.82885, -3.47576], [1.83303, -4.39458, 7.06126], [4.95272, 0.20042, 1.85574], [1.10247, 1.44243, -0.21412], [-4.07502, 4.97227, 14.28443], [1.25149, 3.81094, -2.30582], [2.94310, -1.38816, 4.18536], [-6.92801, -5.52136, -2.39187], [2.41270, -2.46170, 0.35189], [-3.10496, -0.04719, -0.32162], [-0.60991, 3.28127, 3.65842], [-7.37313, 0.23100, -5.10707], [-5.35036, -8.66696, -3.59450], [-0.15375, 0.25597, -2.82201], [5.50038, -0.95054, -10.93250], [-2.79689, -9.87577, -2.07091], [-3.35511, -2.12595, 2.11613], [5.05747, -2.71264, -10.25284], [9.59272, 1.87977, -3.29008], [1.89656, 0.83089, -0.75058], [7.06598, 2.04965, -9.69703], [2.37608, 1.48414, -1.54575], [0.25010, 3.40889, -6.04178], [5.81379, -3.39946, -10.62640], [0.33264, -3.08636, 3.85436], [-3.83894, 3.62060, 7.88068], [-0.36822, 3.83088, 9.47767], [-8.64120, -6.12374, -3.06255], [-5.57844, -1.71599, -8.42979], [6.91505, 2.78393, -10.48590], [-5.67189, 0.84257, -4.41066], [-6.17743, -6.20821, -2.77687], [-4.09282, 2.52350, 10.88710], [-1.29589, 2.93256, 7.35606], [2.91218, 0.22196, -7.67326], [-5.38061, 1.26603, -9.60029], [-4.86299, -0.58703, -9.83400], [-5.33739, 0.39724, 1.93987], [10.66825, 1.85930, 2.88620], [-2.72547, 0.70069, 8.62798], [-2.01070, 1.44619, 4.57969], [-5.03614, 6.17071, 13.10297], [-0.04252, -1.39160, -0.33399], [-5.02805, 1.62746, 8.76730], [-0.85192, 2.29120, 3.27596], [0.23149, 5.41114, 0.27273], [-0.48611, -2.72117, 1.75281], [0.91224, 6.25096, -1.96529], [-1.74386, 2.54116, 1.57490], [0.93539, -4.59312, 8.76545], [-9.39023, 4.56506, 11.53480], [-2.96383, -1.79261, -3.03023], [-4.91018, 0.16276, -4.78878], [-6.08161, 7.46889, 14.09000], [1.83900, -2.00164, 2.37793], [-2.94207, -0.77909, -10.00145], [-5.60376, 0.74147, -2.47604], [2.37129, -5.32161, 6.87712], [6.22787, 4.38822, -9.64313], [6.49028, 2.02307, 1.14173], [1.66750, -2.67476, 1.04216], [-0.32737, 3.36359, 7.59828], [1.00457, 2.00810, 7.22066], [1.21963, -0.78988, -1.47564], [5.14046, -2.77947, -8.31568], [2.24850, 0.24793, -5.85173], [-8.04250, 3.22755, 11.92175], [11.10894, 0.60128, 4.29254], [-0.89386, 1.89397, -5.66394], [9.21476, 3.03407, 3.40173], [7.44618, -0.26160, -4.34143], [0.55288, -4.19179, 5.60186], [0.32459, 5.38749, -1.66207], [8.63875, 3.08624, -11.31691], [-1.55844, 1.93201, -3.83901], [-7.56081, 3.21338, 13.79918], [0.35560, -2.34334, 2.96223], [-3.85414, 7.01884, 11.82199], [-7.14925, 3.50541, 11.36610], [-0.02310, -1.27969, 3.17187], [6.23403, 1.07121, 0.68086], [5.48795, 1.47137, -1.06140], [-5.30085, -0.92568, -10.77016], [-6.47147, -3.75749, -3.05195], [-2.43102, -3.64006, -3.29062], [5.63675, 2.02301, -11.72818], [2.97397, -2.34397, 3.16868], [-4.21535, -7.91319, -1.51528], [3.34779, -3.33271, -10.92169], [7.87559, 0.05083, 0.53570], [9.11966, -0.43198, -2.51298], [0.49864, -0.46864, -2.98794]],
  "mulliken_charge": [0.10, 0.03, -0.20, -0.02, 0.08, -0.04, -0.32, -0.04, -0.39, 0.00, -0.57, 0.48, -0.40, -0.36, 0.00, 0.04, 0.01, -0.14, -0.03, -0.01, 0.16, 0.11, -0.17, 0.43, -0.04, -0.03, 0.46, -0.44, -0.07, 0.06, -0.05, -0.40, 0.16, 0.18, -0.02, 0.02, 0.21, 0.14, 0.46, 0.01, 0.27, -0.03, -0.01, -0.04, 0.11, -0.02, -0.15, -0.43, 0.00, 0.35, 0.29, -0.01, -0.01, 0.37, -0.79, 0.00, -0.01, -0.02, 0.00, -0.25, -0.08, -0.16, 0.03, -0.34, 0.31, -0.03, -0.35, 0.01, -0.03, -0.03, 0.11, 0.17, 0.99, 0.42, -0.31, -0.03, -0.01, 0.37, -0.05, 0.00, 0.01, 0.19, 0.12, -0.01, 0.33, -0.01, 0.00, 0.41, -0.04, 0.42, -0.45, 0.29, 0.00, -0.47, -0.05, 0.04, -0.07, 0.00, 0.03, -0.02, 0.02, -0.02, -0.37, -0.03, 0.09, 0.02, 1.02, -0.01, 0.07, 0.07, -0.42, 0.01, 0.35, 0.05, -0.57, -0.04, -0.26, -0.05, -0.01, -0.04, 0.16, 0.24]
}


# 2
{
  "formula": "C24H30BrN3O3OsS2Si2",
  "method": "ωB97M-V/def2-TZVPD",
  "homo_energy_ev": [-7.5, -7.5],
  "gap_ha": [0.2312, 0.2311],
  "e_above_lowest_kcal_mol": 19.7,
  "total_charge": 0,
  "symbols": ["H", "H", "C", "H", "Si", "C", "C", "H", "H", "C", "H", "C", "C", "C", "H", "C", "C", "H", "H", "H", "H", "H", "C", "C", "C", "H", "H", "S", "N", "Br", "C", "H", "O", "H", "H", "C", "C", "C", "O", "H", "N", "H", "O", "H", "H", "H", "S", "H", "N", "Os", "H", "C", "C", "H", "H", "H", "H", "H", "C", "C", "C", "Si", "H", "C", "C", "C"],
  "coordinates": [[2.13888, 2.67979, -3.11948], [3.09143, 1.21943, -2.87664], [-6.28414, 0.53127, -0.43668], [2.62786, 0.26756, 3.81786], [0.89208, 1.18260, -1.62709], [-6.17092, 1.29815, -1.58673], [-4.93739, 1.58874, -2.14821], [0.54090, 3.10904, -0.09645], [-0.34868, 1.13876, -3.74506], [-0.45723, -3.87984, 0.07717], [-0.09615, 3.44430, -1.70131], [-0.51265, -5.06043, -0.73013], [4.44661, -0.29795, -0.54687], [2.22371, 0.40953, 2.81316], [0.17505, 4.33998, 4.19804], [-2.67349, -0.17716, 0.29727], [1.44261, 0.01480, -0.22322], [5.27216, -0.95534, -0.83269], [-0.98084, -0.10756, -2.65491], [-1.02651, 2.44229, -0.58384], [1.99696, 0.74871, 0.38418], [4.52024, 0.60654, -1.15105], [2.44489, 1.93959, -2.37484], [-0.47386, -3.93856, 1.42135], [2.73545, -1.79813, -2.54286], [2.76176, -0.98752, -3.27145], [3.03893, 2.46258, -1.62129], [-0.35883, -2.47951, 2.38567], [-0.60676, -6.13490, 2.76255], [-7.73782, 1.96253, -2.41125], [-1.06040, 3.06346, 2.98616], [2.05775, -3.14715, 0.71369], [-1.52872, 0.09277, -0.25312], [-2.81854, 1.30967, -1.96759], [-4.87688, 2.18332, -3.04871], [-5.13269, 0.05237, 0.16424], [-0.53730, -5.16170, 2.15320], [-1.09966, 1.87288, 2.29126], [1.72938, -0.82772, 2.32799], [2.43141, -1.40278, 1.98709], [-0.53521, -5.99549, -1.39835], [4.61370, -0.01455, 0.49764], [-2.69583, -0.80358, 1.35418], [3.61307, -2.42682, -2.71724], [2.10737, 2.76666, 4.10785], [3.66859, -2.53689, 1.18974], [-0.32398, -2.36709, -0.75280], [0.52604, -0.37445, -3.52353], [-0.05324, 1.03713, 2.21798], [-0.12186, -0.71996, 0.95009], [-5.18505, -0.55059, 1.06091], [1.06922, 1.36949, 2.87131], [1.18213, 2.54634, 3.59211], [1.84712, -2.40187, -2.72699], [-1.99532, 1.56468, 1.77654], [3.48539, -3.49900, -0.24008], [-7.25797, 0.31266, -0.02241], [3.01596, 0.80833, 2.17445], [-3.88698, 0.33773, -0.38340], [2.99050, -2.71966, 0.34515], [-0.07316, 0.37799, -3.00885], [2.80133, -1.20088, -0.77238], [-1.93589, 3.69573, 3.00574], [-0.02037, 2.67347, -0.92975], [0.10703, 3.41356, 3.64396], [-3.79119, 1.10272, -1.54128]],
  "mulliken_charge": [0.38, 0.34, -0.62, 0.62, 0.38, 0.11, -0.80, 0.25, 0.47, 0.44, 0.52, -0.33, -1.27, -0.87, 0.44, -0.06, 0.03, 0.39, 0.11, 0.05, -0.13, 0.33, -1.23, 0.77, -1.05, 0.31, 0.31, -0.55, -0.48, -0.18, -0.91, 0.34, -0.10, 0.29, 0.46, -0.74, -0.24, -0.16, -0.50, 0.00, -0.49, 0.33, -0.72, 0.45, 0.49, 0.55, -0.24, 0.36, 0.15, 2.64, 0.51, 0.89, -0.99, 0.32, 0.37, 0.36, 0.44, 0.19, 0.16, -1.42, -0.80, 0.24, 0.50, -1.00, -0.47, 0.05]
}


# 3
{
  "formula": "C24H30F18O12",
  "method": "ωB97M-V/def2-TZVPD",
  "homo_energy_ev": -11.2,
  "gap_ha": 0.4012,
  "smiles": "CCOC(=O)C(F)(F)F.CCOC(=O)C(F)(F)F.CCOC(=O)C(F)(F)F.CCOC(=O)C(F)(F)F.CCOC(=O)C(F)(F)F.CCOC(=O)C(F)(F)F",
  "e_above_lowest_kcal_mol": 281.5,
  "total_charge": 0,
  "symbols": ["H", "C", "O", "F", "C", "C", "H", "H", "C", "C", "C", "C", "H", "C", "O", "H", "H", "C", "H", "H", "C", "F", "F", "C", "H", "F", "O", "F", "F", "H", "F", "O", "F", "O", "H", "F", "H", "C", "F", "F", "O", "O", "C", "F", "H", "H", "C", "H", "C", "H", "C", "C", "F", "F", "C", "H", "O", "F", "O", "F", "F", "H", "H", "H", "O", "C", "O", "H", "H", "F", "H", "H", "H", "C", "H", "C", "C", "C", "H", "H", "C", "H", "H", "O"],
  "coordinates": [[20.09400, 35.33000, 58.68700], [13.51600, 44.20300, 65.89600], [21.96700, 44.48200, 66.03500], [19.13000, 44.30500, 67.83300], [17.09600, 40.74600, 65.81200], [21.91500, 35.07700, 62.74200], [19.51800, 36.91700, 64.75400], [20.27600, 33.87300, 64.83200], [18.05600, 39.48000, 61.60200], [15.69200, 37.45700, 66.61300], [23.09200, 35.99900, 62.43100], [19.24700, 35.87600, 65.01900], [13.44000, 43.33700, 66.50500], [19.92500, 43.57300, 67.07700], [16.33100, 39.49300, 65.79400], [18.92300, 37.69400, 57.90900], [13.08800, 45.46500, 67.54300], [12.82200, 45.46200, 66.53600], [13.18100, 43.41100, 58.93300], [14.91600, 43.32600, 59.69500], [19.98100, 34.79100, 64.38300], [14.45500, 37.98600, 67.04700], [11.23400, 41.06900, 62.64100], [19.08700, 38.79300, 60.75800], [15.13700, 41.08000, 59.83300], [19.43100, 43.59900, 65.79700], [13.43500, 41.47900, 60.86600], [16.76600, 38.85300, 61.55600], [12.36500, 39.67500, 63.76200], [17.13500, 41.29200, 66.74100], [18.44200, 39.64300, 62.88400], [18.51100, 38.19100, 59.52200], [8.97800, 46.68000, 67.52900], [21.48900, 34.31100, 61.93500], [12.98300, 46.43600, 66.15000], [15.65000, 36.91400, 65.36100], [18.42800, 35.20500, 58.94700], [10.56000, 45.69800, 65.99200], [12.99700, 41.73300, 63.74900], [19.95400, 42.20800, 67.41600], [21.84600, 44.26700, 68.37000], [13.61400, 39.27000, 61.48600], [16.57100, 38.67800, 66.73800], [8.27200, 45.74000, 65.62700], [18.08600, 40.46600, 65.38400], [18.15400, 35.79500, 64.81400], [9.23500, 45.70100, 66.64600], [16.80600, 42.76100, 64.91000], [23.19800, 44.70400, 68.48500], [19.44300, 34.58700, 63.34800], [16.48100, 41.77000, 64.73100], [21.41200, 44.18200, 67.07500], [22.74100, 36.77100, 61.37600], [23.39200, 36.81000, 63.49400], [12.47600, 40.71000, 63.00300], [19.97600, 37.98400, 58.80500], [10.73500, 46.00200, 64.81100], [24.27400, 35.32400, 62.19700], [17.48900, 38.66100, 67.57800], [16.06500, 36.52600, 67.56900], [8.87800, 44.58800, 67.32700], [15.59300, 41.87400, 64.74400], [16.72700, 41.54700, 63.74100], [14.46500, 44.40100, 65.79700], [21.27800, 35.24700, 64.02100], [14.16900, 41.30900, 59.70500], [20.25300, 38.53000, 61.13600], [13.14700, 44.07800, 65.01500], [24.46000, 44.64200, 70.24800], [17.85900, 40.67000, 61.03200], [13.67000, 40.56000, 58.86100], [23.66600, 43.98400, 67.83400], [19.51000, 35.79900, 66.11300], [13.30700, 40.45000, 61.76200], [23.32900, 45.52400, 68.00300], [14.19800, 42.83800, 59.09400], [19.30100, 37.40700, 58.73500], [19.29800, 35.87600, 59.21400], [19.41300, 35.85500, 60.24700], [14.81000, 42.70800, 57.99100], [23.56900, 44.44000, 69.88200], [23.07600, 43.45300, 70.33600], [23.17300, 45.33600, 70.46300], [11.44200, 45.23100, 66.90200]],
  "mulliken_charge": [0.35, -1.33, -0.51, -0.24, -0.17, 0.35, 0.30, 0.37, 1.25, 0.97, 0.85, -0.83, 0.40, 1.10, -0.07, 0.74, 0.35, -0.66, 0.29, 0.36, -0.34, -0.27, -0.27, -0.05, 0.17, -0.26, -0.18, -0.24, -0.23, 0.43, -0.18, -0.31, -0.24, -0.49, 0.45, -0.17, 0.32, 0.35, -0.26, -0.26, -0.26, -0.53, 0.21, -0.25, 0.21, 0.25, 0.88, 0.56, -0.42, 0.20, -1.88, 0.16, -0.20, -0.24, 0.83, 0.82, -0.51, -0.25, -0.60, -0.24, -0.24, 0.76, 0.29, 0.59, -0.27, -0.09, -0.51, 0.53, 0.55, -0.28, 0.24, 0.31, 0.29, 0.42, 0.57, -1.07, -1.28, -0.72, 0.08, 0.28, -1.24, 0.22, 0.28, -0.29]
}


In the order shown, the computed total energy values come out to -4249297.9014; -145925.2724; -98849.5331 eV.